Version a
{
  "formula": "C2H5IO",
  "method": "the ωB97M-V functional and the def2-TZVPD basis",
  "species": ["I", "O", "C", "C", "H", "H", "H", "H", "H"],
  "xyz": [[2.00873, 3.39684, -0.43654], [-1.19780, 0.22967, -0.38455], [0.07241, -1.68963, 0.44254], [-0.27462, -0.43865, 0.40454], [0.73202, 2.85778, -1.23780], [0.02869, 0.32482, 1.14144], [-1.73539, -0.36546, -1.04902], [-0.15603, -2.39617, -0.29263], [0.52198, -1.91920, 1.41202]],
  "mulliken_charge": [-0.1036, -0.4906, -0.7195, 0.1418, 0.1020, 0.2648, 0.3057, 0.2995, 0.1999],
  "e_homo_ev": -9.31,
  "smiles": "C=CO.I",
  "orbital_gap_ev": 9.940
}

=====

Version b
{
  "formula": "C2H5IO",
  "method": "the ωB97M-V functional and the def2-TZVPD basis",
  "species": ["I", "O", "C", "C", "H", "H", "H", "H", "H"],
  "xyz": [[2.01293, 0.12743, -0.33086], [-1.61646, 0.63767, 0.02369], [-1.02235, 1.59472, -0.32726], [0.68704, -1.51716, 0.36111], [-1.39945, 2.06030, -1.36084], [0.31982, -1.12354, 1.25659], [1.32346, -2.27810, 0.41375], [-0.18514, 2.13000, 0.32912], [-0.11984, -1.63131, -0.36528]],
  "mulliken_charge": [-0.0250, -0.3698, -0.1883, -0.8564, 0.2158, 0.2841, 0.3669, 0.3005, 0.2722],
  "e_homo_ev": -9.46,
  "smiles": "C=O.CI",
  "orbital_gap_ev": 9.707
}

=====

Most stable of them? version a.